1.
# C2H3F2O2Si

An isolated ion of composition C2H3F2O2Si and charge -1 (ωB97M-V/def2-TZVPD, the Open Molecules 2025 dataset).

Geometry as XYZ:
```
10
Properties=species:S:1:pos:R:3:forces:R:3
C 1.50935 0.64594 0.02621 2.8787 2.5071 1.4483
C 0.39841 0.22011 -0.64929 -2.1939 -3.3044 -1.6648
O 2.53945 0.73160 0.63560 -1.2131 -0.3494 -0.6809
O 0.69411 1.58406 -0.62940 1.2078 0.9496 0.2498
F -0.50641 -0.49025 1.89398 0.2278 -0.4796 0.5218
F 0.78067 -0.41725 -1.88475 -0.4842 0.6678 0.6596
Si -1.09712 -0.55969 0.30625 0.1725 2.0995 0.3750
H -1.79585 0.77598 0.82523 0.0003 -0.4326 -0.4615
H -0.35770 -1.85456 0.23693 -0.6276 -0.8441 -0.2273
H -2.16490 -0.63595 -0.76076 0.0318 -0.8140 -0.2200
```
Forces are in eV/Å.

Its frontier orbital gap is 8.7 eV. As for the total charge: -1. The value obtained for the LUMO energy is 4.1 eV. The value obtained for the electronic energy is -19529.947 eV. As for the multiplicity: 1. The value obtained for the energy above the lowest of the compared OMol25 structures with the same formula, charge and spin is 549.47 kJ/mol. The HOMO energy comes out at -4.5731 eV.

=====

2.
# C4H10OS

C4H10OS as an isolated structure (ωB97M-V/def2-TZVPD, the Open Molecules 2025 dataset).

Geometry as XYZ:
```
16
Properties=species:S:1:pos:R:3:forces:R:3
C 1.66909 1.14614 -0.34248 -2.3653 1.1872 -0.8265
C 2.72235 0.10980 -0.40093 0.9172 -1.1066 1.2791
C -2.90570 0.53170 -0.13337 -0.3783 -1.8777 -2.2497
C -2.19174 0.38070 0.96012 -0.6673 2.5809 0.6683
O 0.19690 -0.45519 -1.81682 0.1032 0.9161 0.1719
S 0.25957 0.92710 -1.25832 2.1437 -0.2769 1.4526
H 1.76451 2.17212 0.20907 -0.1709 -2.1088 -1.1875
H 3.68698 0.65501 -0.31741 -0.2869 -0.4939 -0.8552
H 2.82623 -0.53636 0.55410 -0.7411 0.7703 -1.3668
H 2.56170 -0.59077 -1.29321 0.5195 1.1492 1.2682
H -2.78729 -0.39733 -0.76455 -0.8309 1.1799 0.1595
H -3.54389 1.35547 -0.57318 1.1713 -0.8119 1.0728
H -0.42205 -2.65477 1.28627 1.1610 -2.1829 -0.7052
H -1.70492 -0.52025 1.21371 0.5453 -0.7779 0.0501
H -2.08455 1.24024 1.61989 0.0306 -0.3256 0.3662
H -0.04720 -3.36360 1.05710 -1.1511 2.1787 0.7023
```
Forces are in eV/Å.

Its frontier orbital gap is 9.0 eV. The value obtained for the LUMO energy is 0.0 eV. The value obtained for the electronic energy is -17188.914 eV. As for the multiplicity: 1. The value obtained for the energy above the lowest of the compared OMol25 structures with the same formula, charge and spin is 377.39 kJ/mol. The HOMO energy comes out at -9.0113 eV.

=====

3.
# C9H17NSi2

A 2-piece molecular cluster, C9H17NSi2 overall (ωB97M-V/def2-TZVPD, the Open Molecules 2025 dataset).

Geometry as XYZ:
```
29
Properties=species:S:1:pos:R:3:forces:R:3
C 4.17071 0.72944 0.75581 -2.6916 -0.2547 -0.7327
C 4.02245 -0.11342 -0.33070 1.4529 -0.0262 -0.1297
C 3.02626 1.34518 1.28221 0.9789 -0.8213 -0.3523
C 2.76719 -0.38862 -0.78277 -0.8173 -2.4877 -1.0267
C 1.76827 1.03375 0.81631 -1.1441 0.0981 0.8323
C 1.62946 0.05990 -0.16592 -1.5157 0.4497 0.5020
C -2.21237 -2.09945 1.40670 1.0220 -0.0747 -0.7158
C -2.18496 1.17738 1.15007 -1.1108 -1.7804 -2.5579
C -3.35137 -0.39308 -1.07575 0.3272 -2.8062 -1.2090
N 0.34917 1.10198 -2.55714 -1.4354 -2.3698 2.0157
Si -0.03278 -0.62423 -0.79621 2.3177 2.3756 -2.7041
Si -2.04675 -0.54654 0.28200 -0.6119 0.5819 0.7869
H 5.00638 0.64946 1.34515 2.2878 0.5689 0.9571
H 4.89662 -0.62892 -0.76118 -0.5312 0.2639 0.2608
H 3.16620 1.88109 2.17947 -0.1313 0.8766 0.8095
H 2.57415 -1.24567 -1.46121 0.6910 0.8387 -0.0612
H 0.87672 1.42329 1.36411 0.7882 -0.2299 -0.5717
H -2.74662 -1.76654 2.29700 -0.2937 -0.4968 -0.0325
H -2.69026 -2.92259 0.82035 0.0123 0.7004 0.7469
H -1.21269 -2.50626 1.73487 -0.9148 0.5838 -0.2902
H -1.57824 1.85975 0.60825 0.7360 0.7490 -0.2822
H -3.21069 1.41302 0.86775 -0.1579 0.3096 0.3060
H -2.07779 1.25084 2.16809 0.4756 0.1391 2.3872
H -3.62082 -1.41097 -1.53832 0.2907 1.0041 0.9978
H -4.29806 0.06277 -0.85189 -0.1990 0.5175 0.2252
H -2.86421 0.01713 -1.95405 -0.0696 0.8684 -0.0289
H -0.15950 1.83065 -1.99430 0.1659 -0.7014 -1.2081
H -0.22647 0.74816 -3.36231 0.1796 0.9283 1.0582
H 0.26002 -1.93749 -1.44638 -0.1014 0.1954 0.0175
```
Forces are in eV/Å.

Its frontier orbital gap is 8.5 eV. The value obtained for the LUMO energy is 0.1 eV. The value obtained for the electronic energy is -26851.978 eV. As for the multiplicity: 1. The value obtained for the energy above the lowest of the compared OMol25 structures with the same formula, charge and spin is 0.00 kJ/mol. The HOMO energy comes out at -8.4086 eV.

=====

4.
# C30H37FIrNO4SSbSe2Si2

C30H37FIrNO4SSbSe2Si2 as an isolated structure (ωB97M-V/def2-TZVPD, the Open Molecules 2025 dataset).

Geometry as XYZ:
```
80
Properties=species:S:1:pos:R:3:forces:R:3
Ir 0.33292 0.67808 0.10510 -0.5144 -0.3508 0.1385
C 5.18117 0.86043 -0.72275 -0.0157 -0.2502 0.0240
Si 3.49212 1.19731 0.02081 0.0788 0.3328 -0.1077
C 3.72280 1.81323 1.76444 0.0010 -0.0672 0.0786
C 2.69065 2.34415 -1.20794 -0.1511 0.0303 0.0163
N 2.35752 -0.19110 0.12021 0.0404 0.2377 -0.4052
C 2.77412 -1.46559 0.21218 -0.0270 0.0047 0.3063
C 4.09612 -1.80477 0.63800 -0.0872 -0.0477 -0.0590
C 4.51952 -3.10341 0.75276 -0.0281 -0.0108 0.0093
C 3.65698 -4.15695 0.43755 0.0050 0.0091 0.0006
C 2.35796 -3.88847 0.03248 -0.0474 0.0693 -0.0070
C 1.93547 -2.58234 -0.05439 -0.2530 0.0288 -0.0786
F 0.67772 -2.36238 -0.45794 0.4768 -0.1317 0.1227
H 5.52590 1.78734 -1.18628 -0.0198 0.0247 -0.0044
H 5.15226 0.09583 -1.50212 -0.0063 0.0152 -0.0314
H 5.92819 0.56424 0.01372 0.0388 -0.0002 -0.0131
H 3.89168 2.88925 1.78732 0.0637 -0.0123 -0.0154
H 4.59538 1.33473 2.21531 -0.0003 -0.0206 0.0144
H 2.85548 1.59313 2.38696 -0.0069 0.0508 0.0101
H 3.14368 3.33677 -1.15264 0.0601 0.0060 -0.0075
H 1.61368 2.48082 -1.09324 -0.0522 0.0654 -0.0136
H 2.85048 1.94237 -2.21238 0.0173 0.0132 -0.0097
H 4.76721 -1.00777 0.91225 0.0278 0.0757 0.0185
H 5.52303 -3.30866 1.09882 0.0084 -0.0141 -0.0107
H 3.99645 -5.18059 0.51343 -0.0089 -0.0073 0.0075
H 1.65622 -4.67338 -0.21449 -0.0055 -0.0149 -0.0106
S -1.56055 -0.66119 0.50285 0.2276 0.2202 -0.1597
Sb -1.74663 -0.87062 -1.86451 -0.1284 -0.1426 0.1846
C -1.79311 -3.00660 -1.96896 0.0535 0.0022 -0.1833
C -1.72516 -3.59278 -3.23166 -0.0046 -0.0024 0.0610
C -1.82270 -4.96995 -3.37491 0.0004 0.0172 -0.0028
C -1.99195 -5.77021 -2.25390 -0.0034 -0.0116 -0.0018
C -2.06033 -5.19286 -0.99402 0.0133 -0.0051 0.0216
C -1.96101 -3.81501 -0.85071 0.0144 0.0355 -0.0205
C -0.20477 -0.49024 -3.26870 -0.0116 0.0340 0.0637
C 0.91722 -1.30662 -3.32210 -0.0297 -0.1565 -0.1111
C 1.94349 -1.01684 -4.21278 0.0140 -0.0020 -0.0019
C 1.84215 0.07907 -5.05604 -0.0115 0.0150 0.0190
C 0.71218 0.88558 -5.01234 0.0052 -0.0279 0.0025
C -0.30885 0.61079 -4.11505 0.1393 0.0279 0.0305
C -3.66296 -0.56206 -2.67788 0.0242 0.0827 0.0692
C -3.98251 0.45407 -3.56777 0.0028 -0.0588 -0.0555
C -5.30102 0.62318 -3.95951 0.0294 -0.0242 -0.0177
C -6.29238 -0.20538 -3.45408 0.0013 0.0116 0.0284
C -5.96664 -1.21997 -2.56687 -0.0109 0.0033 -0.0111
C -4.64897 -1.40073 -2.17341 0.0147 -0.0324 -0.1204
H -1.59257 -2.97484 -4.11332 -0.0186 0.0012 -0.0245
H -1.77258 -5.41622 -4.35968 0.0067 -0.0015 -0.0083
H -2.07639 -6.84371 -2.36273 0.0090 -0.0115 -0.0017
H -2.19082 -5.81660 -0.11880 -0.0203 -0.0027 0.0083
H -2.00590 -3.36777 0.13510 -0.0003 -0.0088 0.0083
H 0.98990 -2.18758 -2.69754 -0.0193 0.0461 -0.0180
H 2.81681 -1.65571 -4.25074 0.0094 -0.0053 0.0021
H 2.64271 0.30584 -5.74796 0.0074 -0.0004 -0.0176
H 0.62901 1.74334 -5.66633 -0.0021 0.0100 -0.0089
H -1.14778 1.28653 -4.04824 -0.0135 0.0320 0.0187
H -3.23405 1.13814 -3.93898 0.0111 0.0674 0.0611
H -5.55328 1.42168 -4.64404 -0.0039 0.0157 0.0029
H -7.32444 -0.04799 -3.73908 -0.0008 -0.0257 -0.0326
H -6.73797 -1.86934 -2.17453 -0.0079 0.0022 0.0217
H -4.40198 -2.19781 -1.48204 -0.0050 0.0170 0.0224
O -3.54746 1.46379 -0.78974 0.1880 0.1110 0.0717
Se -2.35190 2.50933 -1.08094 -0.0499 0.5259 0.0938
O -2.59486 3.47024 -2.35711 0.0989 -0.1122 0.0996
O -0.97454 1.54685 -1.53142 0.0190 -0.3107 0.3708
O -1.90663 3.34421 0.27003 0.0577 -0.0718 -0.0993
C 0.16872 5.17846 -1.03684 -0.1903 -0.1500 0.0088
Si 0.36523 4.81682 0.77559 0.2556 0.0339 0.1927
C -0.74547 5.82878 1.87512 -0.0020 -0.0605 -0.0355
C 2.15310 5.28838 1.19928 -0.0196 -0.0060 -0.0090
Se 0.17514 2.64673 1.72735 -0.1743 -0.0126 -0.4458
H 0.56096 6.18933 -1.18504 0.0385 0.0220 0.0259
H -0.86518 5.14522 -1.37282 -0.0347 -0.0371 0.0200
H 0.74668 4.50670 -1.66716 0.0675 -0.0705 -0.0646
H -0.59192 6.89185 1.66785 0.0055 -0.0217 -0.0306
H -0.50572 5.65117 2.92530 -0.0032 0.0007 -0.0126
H -1.78824 5.58213 1.70440 -0.1462 -0.0314 -0.0129
H 2.15846 6.13054 1.89440 0.0015 0.0243 0.0015
H 2.68204 5.60122 0.29619 0.0332 -0.0141 0.0049
H 2.72254 4.48590 1.66361 -0.0314 0.0235 0.0190
```
Forces are in eV/Å.

Its frontier orbital gap (spin up / spin down) is 7.8 / 5.5 eV. The value obtained for the LUMO energy (spin up / spin down) is 0.1 / -2.9 eV. The value obtained for the electronic energy is -210763.436 eV. As for the multiplicity: 6. The value obtained for the energy above the lowest of the compared OMol25 structures with the same formula, charge and spin is 51.68 kJ/mol. The HOMO energy (spin up / spin down) comes out at -7.7729 / -8.4881 eV.